(1)
The following is a DFT calculation (the ωB97M-V functional and the def2-TZVPD basis) of a molecular structure, C57H67BCaFN11O5S4.

The spin multiplicity is 1.

Structure (XYZ):
```
147
Properties=species:S:1:pos:R:3:forces:R:3
Ca 1.161 1.016 -1.628 -3.536 1.073 -1.167
C 0.364 6.411 -2.475 -0.139 0.057 -0.064
C -0.735 6.806 -1.490 0.161 0.529 -0.411
C -1.811 7.635 -2.201 0.144 -0.145 0.078
C -0.082 7.630 -0.371 -0.145 -0.122 -0.094
N -1.379 5.636 -0.898 0.011 -0.802 0.349
C -1.992 5.666 0.341 -0.444 -0.173 0.499
C -2.407 4.417 0.628 -0.210 0.610 0.248
N -2.083 3.596 -0.416 0.157 0.419 0.009
B -1.980 2.062 -0.342 0.208 -0.206 -0.214
N -2.350 1.599 1.077 0.035 -0.122 0.526
C -3.386 0.774 1.418 -0.443 -0.210 0.406
C -3.218 0.373 2.694 -0.648 -0.093 -0.335
N -2.063 0.956 3.171 0.013 0.066 -0.735
C -1.548 1.721 2.160 0.118 0.281 0.211
S -0.241 2.757 2.244 0.699 0.462 -0.169
C -1.468 0.757 4.489 0.345 0.045 0.555
C -0.032 0.255 4.310 -0.097 0.144 0.052
C -2.264 -0.284 5.278 0.067 0.169 -0.209
C -1.482 2.084 5.254 0.030 -0.121 -0.120
N -2.937 1.392 -1.331 -0.163 -0.218 -0.228
C -3.802 2.009 -2.191 -0.520 0.132 -0.346
C -4.396 1.066 -2.952 -0.236 0.649 0.033
N -3.906 -0.161 -2.560 0.397 0.621 0.278
C -2.990 0.061 -1.572 -0.020 -0.590 0.280
S -2.143 -1.099 -0.716 0.534 -0.316 0.497
C -4.313 -1.468 -3.068 -0.135 -0.744 -0.159
C -4.904 -2.277 -1.907 0.064 0.058 -0.053
C -3.086 -2.159 -3.664 -0.031 0.088 0.079
C -5.374 -1.300 -4.157 0.159 0.112 0.204
C -1.486 4.356 -1.366 -0.127 0.132 -0.336
S -1.172 3.783 -2.902 0.079 -0.522 -0.764
H 0.854 7.308 -2.846 0.064 0.221 0.082
H -0.047 5.860 -3.314 0.142 0.078 0.018
H 1.103 5.781 -1.985 0.096 -0.077 0.030
H -1.376 8.545 -2.606 0.033 0.118 -0.067
H -2.602 7.903 -1.502 -0.064 0.044 0.040
H -2.245 7.055 -3.013 -0.045 -0.047 -0.090
H 0.571 8.381 -0.811 0.003 0.055 -0.060
H 0.514 6.983 0.270 0.057 -0.022 0.079
H -0.822 8.148 0.236 -0.026 0.040 0.108
H -2.094 6.557 0.923 0.053 0.143 0.087
H -2.914 4.061 1.500 0.000 -0.085 0.174
H -0.839 1.729 -0.597 -0.190 0.111 0.169
H -4.173 0.528 0.735 -0.056 -0.081 -0.109
H -3.834 -0.280 3.273 -0.069 -0.111 0.137
H -0.027 -0.704 3.799 -0.026 -0.217 -0.084
H 0.449 0.146 5.277 0.064 -0.065 0.229
H 0.535 0.970 3.720 0.030 -0.054 0.020
H -2.314 -1.227 4.742 -0.015 -0.166 -0.073
H -3.272 0.065 5.487 -0.133 0.007 0.050
H -1.757 -0.456 6.225 0.035 0.034 0.086
H -0.951 2.836 4.676 0.003 0.082 0.066
H -0.989 1.958 6.213 0.068 -0.024 0.188
H -2.504 2.418 5.425 -0.121 0.013 0.003
H -3.917 3.074 -2.205 -0.002 0.131 -0.073
H -5.116 1.188 -3.732 -0.114 -0.003 -0.143
H -4.141 -2.425 -1.145 -0.108 -0.084 -0.010
H -5.260 -3.243 -2.256 -0.036 -0.122 -0.135
H -5.738 -1.740 -1.459 -0.166 0.079 0.020
H -2.300 -2.239 -2.917 0.075 -0.035 -0.092
H -2.704 -1.578 -4.500 0.045 0.006 -0.128
H -3.342 -3.155 -4.010 -0.131 -0.199 -0.118
H -6.259 -0.790 -3.776 -0.088 0.022 -0.012
H -5.673 -2.284 -4.511 0.031 -0.054 0.015
H -4.969 -0.745 -5.000 -0.020 0.069 -0.135
F -1.288 -3.131 3.257 0.119 -0.046 -0.132
C -0.245 -3.363 2.412 0.009 0.218 -0.052
C 0.093 -2.405 1.486 -0.007 -0.355 0.164
C 1.214 -2.584 0.675 -0.024 -0.075 0.119
C 1.637 -1.471 -0.185 0.598 -0.815 0.112
O 0.995 -0.417 -0.174 -0.103 -1.525 1.935
C 2.852 -1.709 -0.919 0.266 0.361 -0.115
C 3.489 -2.897 -0.801 -0.134 0.160 0.195
N 3.073 -3.932 -0.017 0.114 0.145 -0.508
C 3.891 -5.102 0.070 0.257 -0.267 0.149
C 4.470 -5.675 -1.188 0.016 0.010 0.015
C 3.381 -6.410 -0.469 -0.063 -0.077 0.022
C 1.958 -3.777 0.762 -0.480 0.211 0.356
C 1.557 -4.754 1.678 -0.058 0.168 0.063
C 0.484 -4.547 2.536 0.266 0.070 -0.405
N 0.208 -5.570 3.482 -0.072 0.189 -0.007
C -1.071 -5.623 4.161 -0.167 0.151 -0.087
C -1.177 -7.034 4.783 -0.521 0.441 0.310
N -0.173 -7.879 4.091 -0.140 -0.470 -0.256
C 1.199 -7.499 4.513 0.701 0.320 0.172
C 1.271 -5.961 4.387 0.076 0.017 0.091
C 3.564 -0.670 -1.817 0.761 -1.283 0.021
O 4.567 -1.062 -2.401 0.191 -0.172 -0.049
O 3.095 0.489 -1.834 1.674 0.325 0.068
H -0.496 -1.505 1.378 -0.052 0.179 0.009
H 4.407 -3.039 -1.355 -0.032 0.021 -0.015
H 4.514 -5.127 0.962 -0.022 -0.077 -0.071
H 5.475 -6.065 -1.149 0.043 -0.002 0.092
H 4.222 -5.197 -2.122 -0.107 0.072 -0.045
H 3.630 -7.320 0.059 0.058 -0.001 0.074
H 2.399 -6.407 -0.916 -0.086 0.082 -0.070
H 2.112 -5.676 1.747 0.047 -0.145 -0.017
H -1.861 -5.458 3.427 0.028 -0.049 0.122
H -1.175 -4.863 4.949 -0.018 -0.154 -0.082
H -2.174 -7.451 4.645 0.105 -0.092 -0.017
H -0.947 -7.023 5.849 0.067 -0.139 -0.093
H -0.233 -7.599 3.097 0.043 -0.231 0.172
H -0.348 -8.879 4.205 0.021 0.173 -0.069
H 1.915 -7.989 3.852 -0.150 -0.043 -0.020
H 1.378 -7.830 5.536 -0.159 -0.100 -0.066
H 2.235 -5.647 3.992 -0.054 -0.090 0.068
H 1.144 -5.490 5.372 0.030 -0.008 -0.034
O 4.395 3.096 5.946 0.044 0.105 0.079
C 4.071 2.024 5.190 0.072 -0.370 0.385
O 4.167 0.916 5.659 0.002 0.422 -0.054
C 3.611 2.280 3.810 -0.318 0.017 -0.741
C 3.112 1.187 3.090 0.263 0.223 0.357
C 2.664 1.325 1.800 0.059 0.277 -0.345
C 2.733 2.562 1.148 0.749 0.049 1.691
C 3.209 3.663 1.876 -0.234 -0.106 -0.542
C 3.628 3.526 3.180 0.129 -0.326 0.400
N 2.334 2.643 -0.165 -0.137 0.648 -1.582
C 2.976 3.396 -0.975 0.394 -0.206 1.518
C 2.707 3.507 -2.385 0.189 0.467 -1.618
C 3.523 4.342 -3.165 -0.226 -0.234 0.624
C 3.342 4.384 -4.531 -0.293 -0.150 -0.219
C 2.326 3.620 -5.087 0.272 0.111 0.209
C 1.544 2.850 -4.239 -0.126 0.124 -0.484
N 1.729 2.781 -2.935 0.826 1.090 -0.305
H 4.231 3.921 5.470 -0.018 -0.187 0.035
H 3.074 0.232 3.591 -0.003 -0.089 -0.004
H 2.241 0.491 1.269 0.007 -0.027 -0.003
H 3.223 4.644 1.424 -0.062 0.066 -0.071
H 3.991 4.417 3.681 0.007 0.029 0.022
H 3.857 3.956 -0.634 -0.143 -0.039 -0.005
H 4.286 4.939 -2.690 0.100 -0.002 0.060
H 3.980 4.998 -5.149 0.021 0.054 -0.049
H 2.149 3.615 -6.151 -0.074 -0.027 -0.065
H 0.712 2.284 -4.632 0.016 -0.140 -0.056
S 0.620 -1.428 -2.982 -0.071 -0.027 0.025
C 0.230 -1.395 -4.667 0.090 -0.018 0.268
C -0.396 -0.282 -5.236 0.054 0.021 -0.011
C -0.732 -0.279 -6.574 -0.055 0.058 -0.188
C -0.482 -1.391 -7.365 -0.051 0.030 -0.272
C 0.134 -2.503 -6.807 -0.067 0.017 -0.196
C 0.494 -2.505 -5.477 -0.078 0.085 -0.020
H -0.632 0.565 -4.597 -0.047 -0.067 -0.080
H -1.193 0.598 -7.008 -0.108 0.055 -0.038
H -0.763 -1.390 -8.410 0.008 0.008 -0.047
H 0.338 -3.371 -7.422 0.001 -0.046 -0.033
H 0.977 -3.365 -5.037 0.055 -0.058 0.063
```
Forces are in eV/Å.

Atomic partial charges in e from the Mulliken method, atoms 1 to 6: 0.1329 -1.8506 1.4251 -1.7711 -1.8229 0.8237

(2)
The following is a DFT calculation (the ωB97M-V functional and the def2-TZVPD basis) of a molecular structure, C57H67BrF14I2N4O32PS2.

Its total charge is +1. The spin multiplicity is 1.

Structure (XYZ):
```
180
Properties=species:S:1:pos:R:3:forces:R:3
C -1.639 -4.530 1.390 0.211 -0.422 -0.172
C -0.719 -3.479 0.702 -1.274 0.053 1.075
C -1.069 -2.073 1.291 -0.189 0.009 -0.749
C 0.118 -1.056 1.251 -0.447 -0.526 -0.597
C 0.888 -0.657 2.539 1.547 0.089 0.044
P 1.367 -2.309 3.317 -1.008 -2.146 0.924
N 0.260 -3.383 3.629 0.109 0.320 -0.113
C 2.344 -0.017 2.147 -0.245 -0.707 -0.351
C 2.981 -0.749 0.915 -0.194 -0.279 -1.441
O 4.185 -0.136 0.457 -0.035 -0.124 1.095
C 4.936 -0.957 -0.365 0.459 -0.019 -0.910
C 5.496 -2.173 -0.007 -0.921 0.255 1.507
C 6.248 -2.868 -0.906 0.877 -1.087 -0.358
C 6.509 -2.391 -2.178 0.008 0.313 -0.636
C 5.963 -1.185 -2.571 -0.415 0.398 1.146
C 5.172 -0.484 -1.631 0.313 0.511 -1.079
C 3.426 -0.100 3.279 -0.354 0.652 1.292
C 4.616 -1.091 3.260 1.672 0.794 -1.168
O 5.675 -0.711 2.840 -1.112 -0.195 0.488
I 4.750 -3.103 4.041 -0.328 0.098 0.143
C 2.048 1.394 1.559 1.319 -0.225 -1.663
S 3.488 2.546 1.406 0.116 0.434 0.868
N 0.741 2.085 1.990 0.402 0.836 -0.744
N 0.910 3.499 1.658 -0.518 0.025 -0.055
C 0.392 3.784 0.569 -0.549 -0.160 0.558
S -0.433 4.086 -0.687 0.296 0.194 -0.268
C 0.292 1.870 3.391 0.950 0.284 0.703
I 1.972 2.641 4.593 0.027 -0.231 -0.360
C -0.868 2.887 3.641 -2.213 0.985 0.937
F -1.808 2.497 4.532 0.779 -0.594 0.261
F -1.656 3.078 2.524 1.199 -0.345 -0.608
C -0.543 4.350 4.137 -1.131 1.395 -0.585
F -0.559 4.466 5.471 0.843 -0.617 -0.020
F -1.645 5.109 3.773 0.114 -0.343 -0.344
C -0.002 0.327 3.539 -0.697 -1.965 0.198
N -1.387 0.059 3.301 -0.296 1.684 0.459
C -2.415 0.442 2.684 -1.068 -0.482 -0.750
C -3.750 0.398 3.439 0.081 -0.537 -0.838
C -2.648 0.896 1.239 0.056 1.047 0.725
C 0.133 -0.249 5.053 -0.780 1.285 0.386
Br -0.212 1.069 6.547 0.194 0.046 -0.125
C -0.950 -1.278 5.437 0.453 -1.551 1.250
C -0.390 -2.131 6.636 -0.448 0.557 -0.026
H -2.054 -5.246 0.666 0.148 0.155 0.085
H -1.089 -5.107 2.139 -0.068 0.201 -0.084
H -2.490 -4.064 1.898 0.165 0.027 -0.125
H -1.017 -3.496 -0.353 0.717 0.181 -0.005
H 0.329 -3.742 0.870 -0.153 0.005 -0.273
H -1.822 -1.688 0.594 0.035 0.116 0.385
H -1.563 -2.194 2.251 0.346 0.142 -0.004
H -0.181 -0.162 0.676 0.005 -0.103 0.301
H 0.755 -1.603 0.545 0.423 0.492 0.452
H 2.100 -2.140 4.515 0.270 0.632 -0.647
H 2.244 -2.944 2.403 0.030 0.980 -0.101
H 0.271 -3.617 4.616 -0.199 0.000 -0.070
H 2.335 -0.684 0.023 -0.236 -0.139 0.520
H 3.175 -1.817 1.062 -0.183 0.197 0.431
H 5.318 -2.552 0.998 0.168 -0.162 -0.231
H 6.692 -3.824 -0.637 -0.181 0.163 0.185
H 7.132 -2.943 -2.875 -0.076 -0.060 0.195
H 6.127 -0.743 -3.543 0.073 -0.173 0.110
H 4.750 0.480 -1.903 0.020 -0.200 -0.059
H 3.946 0.865 3.329 0.107 -0.321 -0.395
H 2.986 -0.154 4.285 -0.157 -0.263 -0.360
H 1.837 1.242 0.491 -0.164 -0.237 0.348
H 3.936 2.297 0.152 -0.650 -0.409 0.258
H -0.032 1.778 1.377 0.206 -0.588 0.265
H 0.286 4.862 3.643 0.337 -0.475 0.413
H -3.976 1.429 3.740 0.115 -0.243 0.189
H -3.719 -0.297 4.279 0.087 0.318 0.038
H -4.557 0.099 2.755 0.144 0.019 0.155
H -1.766 1.358 0.779 -0.188 -0.458 -0.282
H -3.401 1.697 1.286 0.170 -0.162 -0.112
H -3.107 0.107 0.637 0.400 -0.085 0.137
H 1.151 -0.507 5.339 -0.159 -0.271 -0.371
H -1.857 -0.820 5.837 0.229 0.378 -0.506
H -1.276 -1.991 4.683 0.462 0.458 -0.398
H -0.839 -3.130 6.648 0.308 0.096 -0.153
H -0.675 -1.667 7.587 0.186 -0.045 -0.151
H 0.706 -2.166 6.620 -0.191 -0.375 0.008
C 0.791 -6.990 -0.846 -0.644 -0.052 0.043
C 2.162 -7.589 -0.996 0.063 0.083 -0.527
O 3.008 -6.526 -0.576 -0.263 -0.129 0.469
C 2.292 -5.795 0.320 0.035 0.199 0.030
O 2.768 -4.998 1.065 0.000 0.222 -0.019
O 0.976 -6.096 0.261 0.451 -0.121 -0.090
F 2.438 -7.886 -2.285 0.104 -0.011 0.065
H 0.488 -6.419 -1.726 0.239 -0.020 -0.078
H 0.030 -7.734 -0.630 0.060 0.233 0.158
H 2.342 -8.468 -0.374 0.056 -0.048 -0.112
C -6.291 -3.891 2.742 0.084 -0.296 0.423
C -6.902 -3.993 1.369 -0.470 0.235 0.054
O -6.309 -2.897 0.688 0.420 -0.345 0.133
C -5.095 -2.695 1.266 0.133 0.182 -0.041
O -4.224 -2.043 0.787 -0.126 0.137 0.041
O -5.002 -3.338 2.453 -0.185 0.088 -0.268
F -8.241 -3.817 1.406 0.037 -0.008 -0.094
H -6.844 -3.209 3.390 -0.120 0.036 -0.167
H -6.203 -4.855 3.238 0.247 0.034 -0.041
H -6.672 -4.919 0.838 -0.114 0.014 -0.044
C 0.283 7.866 3.631 -0.049 -0.467 0.312
C -0.411 9.120 3.168 0.220 0.419 0.315
O 0.547 9.696 2.297 -0.191 -0.595 -0.162
C 1.274 8.664 1.777 0.354 0.161 -0.225
O 1.973 8.742 0.827 -0.026 -0.048 0.033
O 1.079 7.521 2.496 -0.216 0.239 -0.035
F -0.642 9.967 4.195 -0.060 0.024 -0.084
H 0.931 8.047 4.490 -0.061 0.228 -0.020
H -0.415 7.069 3.876 0.021 -0.034 -0.169
H -1.342 8.948 2.623 -0.053 0.101 0.080
C -3.272 6.844 -1.969 0.232 0.444 0.200
C -3.238 5.916 -3.156 0.025 -0.272 0.149
O -4.519 5.323 -3.124 0.049 0.436 -0.093
C -5.357 6.238 -2.549 -0.404 0.128 0.014
O -6.538 6.180 -2.596 0.093 -0.058 0.088
O -4.652 7.215 -1.922 0.105 -0.389 -0.218
F -2.306 4.934 -3.000 0.062 -0.029 -0.074
H -3.001 6.338 -1.040 0.018 -0.177 -0.113
H -2.633 7.715 -2.096 -0.217 0.122 -0.020
H -3.087 6.414 -4.115 0.151 -0.142 -0.028
C 3.114 -0.107 -7.088 -0.152 0.278 -0.506
C 2.409 -0.935 -6.048 0.190 -0.456 -0.156
O 3.322 -0.906 -4.962 -0.181 0.502 0.009
C 4.002 0.271 -5.064 0.250 0.175 -0.002
O 4.652 0.742 -4.186 -0.221 0.248 -0.362
O 3.839 0.830 -6.282 -0.127 -0.302 0.287
F 2.249 -2.217 -6.454 -0.047 -0.003 0.100
H 3.816 -0.695 -7.681 -0.043 -0.167 0.142
H 2.427 0.401 -7.759 0.111 0.249 0.123
H 1.445 -0.535 -5.726 -0.043 -0.142 0.011
C -6.769 5.416 1.471 0.154 0.412 0.205
C -6.714 4.495 0.280 0.079 -0.423 0.212
O -7.980 3.873 0.306 0.083 0.516 -0.059
C -8.840 4.770 0.884 -0.476 0.019 0.133
O -10.017 4.696 0.833 0.066 -0.065 0.042
O -8.153 5.759 1.519 0.147 -0.307 -0.231
F -5.751 3.540 0.434 0.022 0.010 -0.072
H -6.486 4.911 2.397 0.030 -0.167 -0.113
H -6.150 6.302 1.348 -0.214 0.116 -0.024
H -6.576 5.002 -0.675 0.045 -0.170 0.032
C -0.315 -11.172 2.451 0.242 -0.414 0.199
C -1.703 -10.612 2.281 -0.002 0.370 0.346
O -1.532 -9.687 1.218 0.096 -0.477 -0.188
C -0.507 -10.160 0.457 0.139 -0.014 -0.248
O -0.266 -9.789 -0.646 0.009 -0.094 0.165
O 0.196 -11.110 1.115 -0.288 0.220 0.020
F -2.110 -9.944 3.385 -0.076 0.011 -0.070
H 0.302 -10.556 3.107 -0.164 0.127 0.010
H -0.315 -12.194 2.824 0.079 -0.054 -0.230
H -2.459 -11.349 2.003 -0.076 0.071 0.079
C 0.809 1.687 -12.066 -0.072 0.283 -0.413
C 0.101 0.853 -11.030 0.173 -0.476 -0.129
O 1.006 0.883 -9.939 -0.201 0.466 -0.086
C 1.686 2.067 -10.033 0.349 0.246 0.065
O 2.325 2.540 -9.154 -0.029 -0.156 0.022
O 1.525 2.624 -11.256 -0.171 -0.304 0.206
F -0.052 -0.428 -11.439 -0.051 0.006 0.095
H 1.516 1.101 -12.655 -0.056 -0.160 0.120
H 0.123 2.194 -12.739 0.077 0.195 0.114
H -0.866 1.249 -10.712 -0.039 -0.130 -0.003
C 8.689 1.706 -0.960 -0.151 -0.588 0.242
C 8.039 2.987 -1.410 0.284 0.339 0.242
O 9.004 3.535 -2.283 -0.255 -0.470 -0.129
C 9.690 2.477 -2.817 0.364 -0.044 -0.260
O 10.383 2.542 -3.772 0.003 0.041 0.069
O 9.460 1.341 -2.106 -0.181 0.378 -0.004
F 7.848 3.841 -0.370 -0.105 0.033 -0.056
H 9.355 1.852 -0.108 -0.068 0.234 -0.006
H 7.963 0.933 -0.712 0.088 -0.118 -0.208
H 7.096 2.851 -1.945 -0.052 0.098 0.086
C -4.780 1.038 -3.330 -0.461 0.007 -0.209
C -3.667 1.860 -2.735 -0.077 -0.152 0.358
O -2.576 0.959 -2.738 -0.123 0.165 -0.382
C -2.786 0.101 -3.785 0.056 -0.416 -0.205
O -1.956 -0.606 -4.245 0.043 0.026 0.087
O -4.066 0.180 -4.226 0.284 0.231 0.293
F -3.934 2.215 -1.452 0.124 0.120 0.034
H -5.295 0.435 -2.580 0.135 0.076 0.133
H -5.512 1.641 -3.862 0.097 -0.101 -0.189
H -3.406 2.749 -3.309 -0.022 0.079 0.129
```
Forces are in eV/Å.

Atomic partial charges in e from the Mulliken method, atoms 1 to 6: -1.5563 0.8928 -1.1914 -1.4275 1.2718 -0.0521

Looking at gap between HOMO and LUMO for the records above, in order, we have 3.45; 6.15 eV.
Looking at F_max for the records above, in order, we have 3.88; 2.60 eV/A.
Looking at E_LUMO for the records above, in order, we have -1.6; -4.4 eV.